Entry 1:
This record from the OMol25 dataset describes C26H52FeN11Se as an isolated structure. The level of theory is ωB97M-V/def2-TZVPD.

XYZ file:
```
91
C26H52FeN11Se, DFT ωB97M-V/def2-TZVPD
Fe -0.027 -0.177 0.011
C 3.982 -1.563 0.641
N 3.525 -1.165 -0.691
C 4.128 -1.928 -1.775
C 3.068 0.112 -0.874
N 2.028 0.537 -0.169
C 2.063 1.930 0.277
C 1.329 1.978 1.602
N -0.046 1.492 1.399
C -0.891 2.539 0.759
C -1.679 2.052 -0.461
N -0.854 1.191 -1.310
C -0.737 1.444 -2.594
N -0.262 0.481 -3.423
C 0.322 0.782 -4.725
C -0.148 -0.885 -2.965
N -0.989 2.657 -3.175
C -1.937 2.771 -4.279
C -0.674 3.908 -2.511
C -0.631 0.962 2.642
C -1.987 0.336 2.356
N -1.900 -0.472 1.140
C -2.871 -1.266 0.804
N -4.110 -1.276 1.357
C -4.834 -0.067 1.746
C -4.888 -2.511 1.448
N -2.616 -2.127 -0.300
C -3.546 -1.927 -1.408
C -2.335 -3.533 -0.027
N 3.688 0.887 -1.789
C 2.974 1.914 -2.530
C 5.110 0.778 -2.098
H 5.057 -1.384 0.739
H 3.798 -2.626 0.797
H 3.450 -0.998 1.400
H 3.806 -2.966 -1.688
H 5.221 -1.914 -1.745
H 3.796 -1.541 -2.736
H 1.587 2.626 -0.425
H 3.093 2.273 0.403
H 1.323 2.978 2.046
H 1.823 1.298 2.298
H -0.233 3.349 0.444
H -1.565 2.966 1.506
H -2.062 2.918 -1.000
H -2.550 1.480 -0.139
H -0.400 0.696 -5.537
H 1.123 0.070 -4.913
H 0.737 1.788 -4.728
H -0.990 -1.160 -2.325
H 0.792 -1.044 -2.413
H -0.141 -1.553 -3.826
H -2.103 1.808 -4.750
H -1.559 3.465 -5.030
H -2.899 3.142 -3.918
H 0.018 3.732 -1.689
H -1.557 4.428 -2.129
H -0.186 4.571 -3.228
H -0.733 1.748 3.399
H 0.062 0.213 3.033
H -2.715 1.141 2.254
H -2.302 -0.271 3.208
H -4.472 0.791 1.187
H -4.789 0.137 2.817
H -5.878 -0.205 1.466
H -4.254 -3.354 1.705
H -5.445 -2.732 0.536
H -5.604 -2.392 2.257
H -3.580 -0.869 -1.670
H -4.564 -2.275 -1.208
H -3.176 -2.481 -2.271
H -1.826 -3.636 0.932
H -1.674 -3.924 -0.802
H -3.237 -4.151 -0.010
H 1.905 1.733 -2.454
H 3.272 1.862 -3.578
H 3.201 2.917 -2.161
H 5.619 0.205 -1.329
H 5.538 1.780 -2.110
H 5.282 0.317 -3.071
Se 0.799 -2.382 0.734
C 1.152 -3.956 -0.252
C 1.775 -5.016 0.399
C 2.048 -6.166 -0.332
N 1.749 -6.304 -1.618
C 1.150 -5.288 -2.232
C 0.829 -4.098 -1.600
H 2.043 -4.951 1.445
H 2.527 -7.013 0.145
H 0.918 -5.432 -3.282
H 0.340 -3.307 -2.142
```

Results
LUMO level (alpha / beta)	-3.99 / -7.38	eV
<S²>	8.7739
multiplicity	6
HOMO energy (alpha / beta)	-13.7 / -13.5	eV
frontier orbital gap (alpha / beta)	9.74 / 6.11	eV
charge	+2
energy relative to the best compared isomer or geometry (same formula, charge and spin)	0.000	eV

---

Entry 2:
This record from the OMol25 dataset describes C21H31CoO4 as an isolated structure. The level of theory is ωB97M-V/def2-TZVPD.

XYZ file:
```
57
C21H31CoO4, DFT ωB97M-V/def2-TZVPD
O 2.395 -4.047 -1.654
C 1.555 -4.345 -0.474
C 2.755 -4.785 0.373
H 0.836 -5.141 -0.677
H 1.027 -3.422 -0.209
C 3.582 -4.329 -0.869
H 2.810 -5.866 0.541
H 2.949 -4.190 1.279
C 4.423 -5.454 -1.454
H 3.842 -6.114 -2.106
H 4.818 -6.065 -0.627
H 5.260 -5.049 -2.028
C 4.366 -3.072 -0.557
H 3.818 -2.473 0.180
H 4.558 -2.450 -1.433
H 5.312 -3.367 -0.087
Co -1.385 -0.898 -0.583
C -0.604 0.702 1.672
C -1.748 -0.065 1.301
C -1.299 -1.471 1.176
H -2.797 0.215 1.504
C 0.116 -1.453 1.497
C 0.499 -0.143 1.793
H 1.484 0.184 2.112
H -0.624 1.782 1.854
H -1.969 -2.343 1.210
H 0.727 -2.341 1.594
C -0.456 1.455 -1.370
C 0.874 1.108 -1.074
C 1.081 -0.244 -1.372
H 1.626 1.795 -0.688
C -0.118 -0.790 -1.964
C -1.111 0.332 -2.021
H -1.893 0.403 -2.776
H -0.888 2.423 -1.139
H 1.976 -0.840 -1.246
H -0.205 -1.719 -2.499
O -0.993 -3.918 -2.652
C -0.024 -4.717 -3.420
C -0.640 -6.070 -3.825
H 0.908 -4.832 -2.841
H 0.217 -4.163 -4.343
C -2.138 -5.896 -3.560
H -0.218 -6.876 -3.219
H -0.413 -6.316 -4.866
C -2.282 -4.464 -2.998
H -2.491 -6.644 -2.849
H -2.718 -6.025 -4.475
H -2.937 -4.415 -2.123
H -2.714 -3.828 -3.787
C -3.742 1.493 -0.577
O -4.236 0.105 -0.748
C -3.403 -0.939 -0.870
O -3.780 -2.061 -1.127
H -4.555 2.040 -0.107
H -3.499 1.929 -1.554
H -2.839 1.562 0.053
```

Results
LUMO level (alpha / beta)	0.72 / -1.20	eV
<S²>	6.0625
multiplicity	5
HOMO energy (alpha / beta)	-6.9 / -7.9	eV
frontier orbital gap (alpha / beta)	7.64 / 6.70	eV
charge	0

---

Entry 3:
This record from the OMol25 dataset describes C24H25N5PdS3Se as an isolated structure. The level of theory is ωB97M-V/def2-TZVPD.

XYZ file:
```
59
C24H25N5PdS3Se, DFT ωB97M-V/def2-TZVPD
Pd 1.445 0.282 -0.234
C 6.325 2.794 1.755
S 5.123 3.210 0.482
C 4.266 1.688 0.333
S 3.157 1.662 -1.027
N 4.521 0.731 1.154
N 3.730 -0.368 0.870
C 4.282 -1.281 0.189
C 3.393 -2.264 -0.455
C 3.781 -3.576 -0.691
C 2.918 -4.424 -1.360
C 1.696 -3.927 -1.788
C 1.390 -2.603 -1.525
N 2.215 -1.779 -0.879
H 6.926 3.689 1.908
H 6.960 1.973 1.432
H 5.825 2.522 2.681
H 5.346 -1.275 -0.050
H 4.745 -3.917 -0.338
H 3.192 -5.453 -1.548
H 0.991 -4.544 -2.326
H 0.450 -2.178 -1.852
C -5.514 1.812 -0.866
C -4.060 1.936 -0.499
C -3.627 1.718 0.800
C -2.285 1.825 1.155
C -1.891 1.615 2.591
C -1.342 2.139 0.169
Se 0.520 2.323 0.613
C -1.762 2.378 -1.149
C -0.782 2.704 -2.242
C -3.113 2.275 -1.457
H -6.098 1.418 -0.034
H -5.647 1.144 -1.719
H -5.935 2.781 -1.143
H -4.352 1.458 1.565
H -2.753 1.308 3.185
H -1.481 2.531 3.020
H -1.108 0.862 2.685
H -0.113 1.859 -2.433
H -0.136 3.534 -1.958
H -1.305 2.951 -3.166
H -3.434 2.457 -2.478
N 1.167 -1.230 2.505
C 0.037 -1.357 1.796
N -0.115 -0.868 0.592
C -1.358 -1.200 0.063
C -1.808 -0.874 -1.210
C -3.074 -1.280 -1.590
C -3.892 -2.003 -0.722
C -3.449 -2.341 0.546
C -2.177 -1.936 0.920
S -1.334 -2.236 2.419
H 1.923 -0.687 2.092
H 1.196 -1.467 3.479
H -1.178 -0.285 -1.865
H -3.441 -1.016 -2.574
H -4.881 -2.304 -1.040
H -4.077 -2.905 1.223
```

Results
LUMO level	-0.11	eV
HOMO energy	-7.1	eV
frontier orbital gap	6.98	eV
charge	0
energy relative to the best compared isomer or geometry (same formula, charge and spin)	0.042	eV

---

Entry 4:
This record from the OMol25 dataset describes a 2-piece molecular cluster, C8H8I2N2O3 overall. The level of theory is ωB97M-V/def2-TZVPD.

XYZ file:
```
23
C8H8I2N2O3, DFT ωB97M-V/def2-TZVPD
C -0.584 -0.228 2.862
C -0.293 0.410 1.515
I 1.368 1.787 1.505
C -0.965 0.165 0.387
I -2.582 -1.251 0.342
C -0.643 0.798 -0.913
C -0.368 0.060 -2.098
C -0.095 0.808 -3.272
N -0.018 2.113 -3.440
N -0.287 2.717 -2.300
C -0.595 2.199 -1.133
H -1.249 -1.103 2.813
H -0.981 0.542 3.552
H 0.372 -0.592 3.293
H -0.361 -1.035 -2.129
H 0.082 0.226 -4.191
H -0.246 3.737 -2.354
H -0.821 2.869 -0.294
C 1.881 -3.085 1.431
O 0.813 -2.983 2.104
O 1.770 -2.381 0.224
O 2.935 -3.664 1.660
H 0.866 -2.110 0.435
```

Results
LUMO level	-2.80	eV
HOMO energy	-6.9	eV
frontier orbital gap	4.07	eV
charge	0

---

Entry 5:
This record from the OMol25 dataset describes a 2-piece molecular cluster, C19H33FN3O5 overall. The level of theory is ωB97M-V/def2-TZVPD.

XYZ file:
```
61
C19H33FN3O5, DFT ωB97M-V/def2-TZVPD
C 3.374 -1.600 1.732
C 2.366 -1.396 1.073
C 0.997 -1.000 0.417
C 1.113 -0.950 -1.157
N 1.769 -2.289 -1.441
C 2.197 0.029 -1.812
C 2.720 1.281 -1.013
O 1.676 2.100 -0.451
C 2.313 2.767 0.684
C 1.750 0.154 -3.322
N 0.552 -0.375 -3.369
F 0.010 -0.350 -4.609
C -0.145 -0.895 -2.110
C -0.782 -2.262 -2.691
C -1.557 -3.134 -1.616
O -1.854 -2.463 -0.368
C -1.756 -3.492 0.627
O -2.719 -3.947 1.180
C -1.320 0.172 -1.953
C -1.657 0.673 -0.496
N -3.042 1.221 -0.528
C -3.146 2.563 0.104
C -2.607 2.660 1.600
C -4.026 0.263 -0.007
C -4.071 -0.319 1.461
O -4.894 -0.117 -0.785
H 4.370 -1.884 2.136
H 0.227 -1.708 0.826
H 0.758 0.056 0.773
H 1.931 -2.417 -2.443
H 1.235 -3.056 -1.025
H 3.135 -0.625 -1.890
H 3.313 0.873 -0.125
H 3.466 1.862 -1.648
H 2.508 2.038 1.540
H 3.350 3.161 0.402
H 1.726 3.662 1.036
H 2.338 0.596 -4.170
H -1.533 -1.989 -3.500
H -0.014 -2.926 -3.185
H -2.561 -3.426 -2.072
H -1.021 -4.130 -1.450
H -0.712 -3.892 0.872
H -2.254 -0.235 -2.464
H -1.039 1.091 -2.569
H -1.569 -0.094 0.325
H -0.935 1.522 -0.254
H -2.600 3.340 -0.528
H -4.236 2.854 0.102
H -1.537 2.298 1.709
H -3.251 2.127 2.355
H -2.623 3.761 1.884
H -3.052 -0.606 1.846
H -4.633 0.365 2.177
H -4.692 -1.269 1.408
C 3.844 1.210 4.672
O 3.516 2.146 3.651
H 3.525 0.218 4.352
H 4.924 1.206 4.837
H 3.327 1.474 5.597
H 3.807 3.014 3.956
```

Results
LUMO level	-4.33	eV
HOMO energy	-11.5	eV
frontier orbital gap	7.15	eV
charge	+1

---

Entry 6:
This record from the OMol25 dataset describes F8N4O16PbS8 as an isolated structure. The level of theory is ωB97M-V/def2-TZVPD.

XYZ file:
```
37
F8N4O16PbS8, DFT ωB97M-V/def2-TZVPD
Pb -0.162 -0.083 -0.025
N 1.049 -1.208 -1.848
S 1.300 -2.562 -2.597
O 2.507 -3.373 -2.286
O 0.688 -2.645 -3.901
F 0.296 -3.378 -1.625
S 2.311 -0.455 -2.715
O 2.064 0.091 -3.986
O 3.727 -0.792 -2.458
F 2.222 0.902 -1.850
N -0.843 1.945 -1.019
S -1.510 3.295 -0.308
O -2.938 3.352 -0.002
O -0.821 4.622 -0.350
F -1.013 2.855 1.181
S -0.917 2.627 -2.397
O 0.023 3.692 -2.805
O -2.229 2.472 -3.088
F -0.193 1.435 -3.213
N -1.867 -1.539 0.916
S -3.100 -0.753 1.911
O -3.058 -1.195 3.313
O -4.310 -0.354 1.202
F -2.364 0.689 2.023
S -2.707 -2.818 0.862
O -3.696 -2.854 -0.184
O -2.896 -3.654 2.039
F -1.603 -3.779 0.206
N 1.568 0.180 1.695
S 1.530 1.019 3.162
O 1.771 2.453 3.029
O 1.929 0.360 4.393
F -0.072 1.124 3.265
S 2.972 -0.244 2.032
O 3.095 -1.461 2.788
O 3.989 0.847 2.100
F 3.255 -0.813 0.541
```

Results
LUMO level	2.47	eV
HOMO energy	-6.4	eV
frontier orbital gap	8.90	eV
charge	-2
energy relative to the best compared isomer or geometry (same formula, charge and spin)	7.386	eV

---

Entry 7:
This record from the OMol25 dataset describes a 4-piece molecular cluster, C34H66BN4O12S2 overall. The level of theory is ωB97M-V/def2-TZVPD.

XYZ file:
```
119
C34H66BN4O12S2, DFT ωB97M-V/def2-TZVPD
C -1.409 -2.258 5.515
C -2.390 -3.267 4.766
B -1.637 -4.296 3.819
O -1.659 -5.633 4.320
C -0.808 -4.085 2.460
C -0.858 -5.503 1.765
C -0.422 -5.580 0.299
N 0.600 -6.227 -0.082
C 0.683 -4.027 3.028
O 1.078 -4.273 4.120
N 1.411 -3.558 1.881
C 0.656 -2.556 1.064
C 0.963 -2.861 -0.447
C 1.595 -1.756 -1.338
C 0.573 -0.750 -1.954
S 1.324 0.878 -2.457
C 1.733 1.882 -1.006
S 3.060 1.473 -0.117
N 0.917 2.992 -0.779
C 1.443 3.919 0.221
C 1.152 3.531 1.695
O -0.178 3.093 1.947
C -1.036 3.236 0.826
C -0.504 2.642 -0.496
N 1.314 -1.284 1.419
C 2.398 -1.295 2.077
C 2.349 -0.932 3.591
C 3.816 -1.531 1.540
C -0.833 -2.785 1.620
C -1.280 -1.481 2.384
C -1.438 -0.251 1.479
O -2.795 -0.038 1.064
C -1.997 -2.899 0.587
O -2.978 -3.572 0.947
O -2.004 -2.313 -0.520
H -1.826 -1.247 5.338
H -0.395 -2.271 5.095
H -1.442 -2.404 6.605
H -2.906 -3.795 5.594
H -3.209 -2.719 4.261
H -0.821 -5.818 4.771
H -1.891 -5.890 1.797
H -0.163 -6.172 2.310
H -1.002 -5.046 -0.469
H 1.031 -6.651 0.750
H 1.713 -4.425 1.437
H 1.686 -3.704 -0.508
H 0.092 -3.237 -1.017
H 2.488 -1.272 -0.919
H 2.006 -2.312 -2.213
H -0.355 -0.634 -1.374
H 0.260 -1.169 -2.929
H 2.510 4.156 0.085
H 0.921 4.886 0.048
H 1.432 4.407 2.325
H 1.818 2.716 2.035
H -2.026 2.847 1.113
H -1.174 4.330 0.653
H -1.121 3.085 -1.307
H -0.606 1.555 -0.599
H 3.183 -1.379 4.153
H 1.356 -1.158 3.997
H 2.446 0.178 3.627
H 4.407 -0.595 1.522
H 3.859 -2.061 0.579
H 4.324 -2.180 2.286
H -2.315 -1.699 2.708
H -0.615 -1.223 3.216
H -1.199 0.629 2.111
H -0.716 -0.225 0.652
H -2.803 0.057 0.102
C -5.961 4.931 -3.859
O -6.250 3.571 -4.123
C -5.079 2.805 -4.393
C -4.691 1.951 -3.204
O -4.232 2.750 -2.121
C -5.198 2.882 -1.091
H -6.876 5.410 -3.510
H -5.195 5.036 -3.086
H -5.630 5.433 -4.775
H -4.249 3.451 -4.696
H -5.317 2.147 -5.235
H -3.859 1.301 -3.495
H -5.524 1.313 -2.894
H -5.322 1.930 -0.566
H -6.163 3.212 -1.486
H -4.837 3.627 -0.383
C 6.422 1.076 4.637
O 6.172 -0.281 4.317
C 7.364 -1.006 4.050
C 7.742 -1.894 5.219
O 8.152 -1.125 6.343
C 7.154 -1.052 7.347
H 5.487 1.520 4.979
H 7.165 1.172 5.433
H 6.761 1.619 3.748
H 8.186 -0.330 3.794
H 7.164 -1.638 3.179
H 8.596 -2.514 4.927
H 6.915 -2.561 5.481
H 7.036 -2.025 7.835
H 6.194 -0.729 6.936
H 7.477 -0.325 8.091
C -1.710 4.683 -9.686
O -1.821 3.315 -10.035
C -1.368 2.448 -9.001
C -2.530 1.817 -8.260
O -3.242 2.783 -7.496
C -4.465 3.159 -8.107
H -2.216 5.269 -10.452
H -2.179 4.891 -8.721
H -0.657 4.982 -9.655
H -0.709 2.977 -8.307
H -0.786 1.655 -9.481
H -2.137 1.079 -7.554
H -3.197 1.298 -8.954
H -5.178 2.329 -8.057
H -4.319 3.457 -9.149
H -4.876 4.005 -7.557
```

Results
LUMO level	2.05	eV
HOMO energy	-4.8	eV
frontier orbital gap	6.82	eV
charge	-1

---

Entry 8:
This record from the OMol25 dataset describes C19H27AuN2OPS2 as an isolated structure. The level of theory is ωB97M-V/def2-TZVPD.

XYZ file:
```
53
C19H27AuN2OPS2, DFT ωB97M-V/def2-TZVPD
Au -0.303 -0.914 -0.414
C 2.776 -0.274 -0.594
N 1.688 0.102 0.327
C 1.421 1.555 0.226
C 0.234 2.019 1.063
N -1.043 1.587 0.511
C -1.393 2.217 -0.768
C -2.061 1.193 1.354
C -2.167 1.653 2.673
C -3.279 1.356 3.424
C -4.337 0.595 2.893
C -4.238 0.087 1.630
C -3.056 0.281 0.871
S -2.816 -0.750 -0.464
C 1.982 -0.303 1.697
C 3.110 0.212 2.331
C 3.404 -0.127 3.638
C 2.557 -0.990 4.324
C 1.438 -1.505 3.701
C 1.135 -1.179 2.373
S -0.287 -1.942 1.668
H 3.694 0.282 -0.380
H 2.460 -0.060 -1.614
H 2.977 -1.338 -0.487
H 1.270 1.785 -0.830
H 2.304 2.114 0.556
H 0.272 3.113 1.129
H 0.340 1.615 2.069
H -1.248 3.299 -0.684
H -2.436 2.024 -1.000
H -0.786 1.830 -1.584
H -1.410 2.308 3.080
H -3.362 1.758 4.425
H -5.217 0.401 3.491
H -5.017 -0.540 1.218
H 3.766 0.889 1.798
H 4.282 0.281 4.119
H 2.771 -1.262 5.349
H 0.779 -2.178 4.234
C 1.162 -2.551 -3.517
P 0.005 -1.189 -3.676
C -1.624 -1.911 -3.877
C 0.403 -0.301 -5.179
O 0.074 -0.242 -2.489
H 1.098 -3.217 -4.379
H 0.927 -3.114 -2.612
H 2.177 -2.163 -3.438
H -1.664 -2.533 -4.771
H -2.368 -1.118 -3.955
H -1.854 -2.527 -3.007
H 0.366 -0.962 -6.045
H 1.404 0.121 -5.090
H -0.311 0.511 -5.316
```

Results
LUMO level (alpha / beta)	-2.03 / -5.22	eV
<S²>	2.0259
multiplicity	3
HOMO energy (alpha / beta)	-10.1 / -10.3	eV
frontier orbital gap (alpha / beta)	8.12 / 5.11	eV
charge	+1

---

Ordered E results: -5288.845607; -2502.221130; -4927.268013; -1240.141333; -1383.529296; -5600.003203; -3278.042675; -2198.184365; unit Eh.